# 1
# C4H4O

One molecule with the formula C4H4O (ωB97M-V/def2-TZVPD, the Open Molecules 2025 dataset).

Each line ends with the Mulliken charge.
Cartesian coordinates (Å):
O1 -0.64 -3.06 -0.98  -0.451
C1 0.27 -0.90 -0.46  0.195
H1 0.32 2.28 -0.38  0.275
C2 0.59 0.22 -0.12  0.062
C3 -0.72 -1.96 -0.50  0.037
C4 0.58 1.57 0.41  -0.971
H2 -1.64 -1.60 0.00  0.307
H3 1.50 1.88 0.90  0.295
H4 -0.24 1.57 1.14  0.251

## Properties
Electronic energy: -6257.6307 eV
Lowest unoccupied orbital energy: 0.44 eV
Relative energy (zero: lowest compared OMol25 entry of this formula, charge and spin): 40.3 kcal/mol
Highest occupied orbital energy: -10.24 eV
SMILES: CC#CC=O
Total charge: 0
Spin multiplicity: 1
Frontier orbital gap: 10.7 eV


# 2
# C30H45MoN3OPS

C30H45MoN3OPS as an isolated structure at a distorted geometry (ωB97M-V/def2-TZVPD, the Open Molecules 2025 dataset).

Each line ends with the Mulliken spin population.
Cartesian coordinates (Å):
H1 -4.98 -1.11 -0.28  0.000
N1 -0.59 -1.35 -0.54  0.020
C1 5.26 -1.27 0.88  0.002
H2 4.40 1.68 0.15  -0.001
C2 -3.24 -1.96 -1.40  0.005
N2 0.46 -0.37 2.52  -0.014
H3 0.08 -1.06 -2.57  -0.010
H4 -3.06 2.39 -2.87  0.000
C3 4.44 1.38 1.18  -0.003
H5 2.24 -3.93 -2.27  0.000
H6 6.15 -1.12 1.50  0.000
C4 3.75 -0.64 3.17  0.002
H7 1.73 2.43 0.15  0.003
H8 1.65 4.82 2.10  0.000
H9 0.58 -5.78 -0.68  0.000
C5 1.92 -3.56 1.21  0.004
H10 -3.71 4.48 -0.36  0.000
C6 0.11 -3.69 -0.60  -0.061
H11 -4.09 1.57 1.25  0.000
H12 2.15 5.41 -0.30  0.000
H13 -4.67 1.53 -2.21  0.000
O1 2.66 -0.46 0.51  0.035
N3 -0.43 1.28 -0.10  0.030
H14 2.15 4.08 -1.59  0.000
C7 -3.96 -1.59 -0.06  0.001
C8 2.02 3.79 1.80  -0.001
C9 2.39 4.35 -0.57  0.000
C10 -3.81 2.25 -2.08  0.002
C11 -1.41 -5.33 -1.48  0.001
H15 3.76 2.05 1.72  0.001
H16 3.09 3.83 1.86  0.000
H17 -3.27 -0.91 0.44  0.002
C12 -3.19 1.86 -0.75  0.001
H18 0.27 1.44 -2.25  -0.010
H19 3.52 -3.45 -1.11  -0.001
C13 1.53 -3.33 -0.24  0.051
H20 -1.57 -6.35 -1.94  0.000
C14 -0.05 0.80 -1.41  -0.045
H21 -4.16 -2.51 0.51  0.000
H22 2.86 -3.11 1.39  0.002
H23 -2.67 0.95 -0.88  0.010
H24 -4.94 -3.27 -1.79  0.000
Mo1 0.62 -0.23 0.58  1.667
H25 -2.06 6.29 0.30  0.000
C15 -2.16 2.89 -0.27  0.024
C16 -2.19 -3.02 -1.27  0.007
C17 -1.78 5.24 0.10  0.001
C18 -0.86 2.62 0.02  -0.010
H26 1.70 -2.29 -0.39  -0.017
C19 -0.18 -0.60 -1.65  0.015
C20 -2.42 -4.35 -1.62  0.000
H27 5.47 1.46 1.54  0.000
C21 -0.37 5.02 0.18  -0.001
H28 -4.95 2.71 0.20  0.000
H29 -4.00 -2.93 -3.20  0.000
H30 4.78 -0.57 3.60  0.000
H31 1.09 -3.24 1.82  -0.006
H32 0.22 5.91 0.37  0.000
H33 -4.30 3.27 -2.06  0.000
H34 2.13 -4.64 1.37  0.001
C22 -4.37 1.81 0.24  -0.001
S1 -0.37 -0.10 5.17  0.140
H35 5.02 -2.30 1.05  0.000
P1 3.93 -0.26 1.41  0.019
H36 1.70 3.12 2.58  -0.001
H37 3.42 -1.63 3.42  0.000
C23 -0.18 -5.05 -0.90  -0.001
H38 -3.36 -4.59 -2.08  0.000
C24 -4.36 -2.47 -2.31  0.000
H39 -5.02 -1.61 -2.47  0.000
H40 -2.85 -0.97 -1.83  -0.002
C25 -0.90 -2.72 -0.75  0.017
C26 1.58 3.49 0.39  0.006
H41 3.07 0.10 3.63  0.000
C27 2.55 -3.89 -1.23  0.003
C28 0.03 -0.18 3.63  0.112
H42 3.41 4.34 -0.41  0.000
C29 0.08 3.72 0.21  -0.001
H43 -5.16 1.16 -0.12  0.000
H44 5.56 -1.02 -0.16  0.000
H45 2.76 -4.88 -0.91  0.000
C30 -2.64 4.21 -0.22  0.000

## Properties
Electronic energy: -60332.6281 eV
Lowest unoccupied orbital energy (alpha / beta): -2.91 / -3.30 eV
⟨S²⟩: 2.03
Highest occupied orbital energy (alpha / beta): -10.52 / -11.31 eV
Total charge: +1
Spin multiplicity: 3
Frontier orbital gap (alpha / beta): 7.6 / 8.0 eV


# 3
# C4HN2OS

C4HN2OS as an isolated structure at a distorted geometry (ωB97M-V/def2-TZVPD, the Open Molecules 2025 dataset).

Each line ends with the Mulliken charge.
Cartesian coordinates (Å):
C1 -0.24 -0.22 -1.62  0.332
C2 -0.88 -1.44 0.33  0.283
C3 1.68 -1.05 -0.21  0.360
C4 -0.12 -0.40 -0.25  -0.259
S1 2.60 0.17 0.33  -0.462
N1 -1.63 -2.01 1.01  -0.561
N2 -0.52 -0.20 -2.74  -0.563
O1 1.74 -2.16 -0.58  -0.482
H1 -0.05 0.50 0.52  0.352

## Properties
Electronic energy: -20027.5791 eV
Lowest unoccupied orbital energy: 3.46 eV
Relative energy (zero: lowest compared OMol25 entry of this formula, charge and spin): 0.5 kcal/mol
Highest occupied orbital energy: -4.41 eV
Total charge: -1
Spin multiplicity: 1
Frontier orbital gap: 7.9 eV


# 4
# C3H10N2S

A 2-piece molecular cluster, C3H10N2S overall at a distorted geometry (ωB97M-V/def2-TZVPD, the Open Molecules 2025 dataset).

Each line ends with the Mulliken charge.
Cartesian coordinates (Å):
H1 -0.96 -0.49 0.70  0.189
H2 -1.91 0.53 1.85  0.176
H3 -3.70 -1.40 -0.99  0.221
H4 -3.88 -0.26 0.84  0.323
H5 1.83 1.81 0.56  0.338
H6 0.58 0.50 1.01  0.174
H7 0.07 2.03 -1.01  0.256
N1 -2.79 -1.00 -0.76  -0.618
H8 1.44 1.25 -1.81  0.374
N2 -1.77 -0.01 1.02  -0.365
H9 1.87 -1.37 -0.12  0.107
S1 2.67 -0.34 0.07  -0.209
H10 -0.04 0.24 -1.28  0.333
C1 0.63 1.09 -1.09  -0.944
C2 1.31 0.88 0.32  -0.403
C3 -2.93 -0.33 0.32  0.049

## Properties
Electronic energy: -17087.8040 eV
Lowest unoccupied orbital energy: 0.82 eV
Relative energy (zero: lowest compared OMol25 entry of this formula, charge and spin): 18.5 kcal/mol
Highest occupied orbital energy: -8.91 eV
SMILES: [H]/N=C/N.CCS
Total charge: 0
Spin multiplicity: 1
Frontier orbital gap: 9.7 eV


# 5
# C5H13NO4S2

One molecule with the formula C5H13NO4S2 at a distorted geometry (ωB97M-V/def2-TZVPD, the Open Molecules 2025 dataset).

Each line ends with the Mulliken charge.
Cartesian coordinates (Å):
O1 -0.51 1.05 2.53  -0.565
C1 3.52 1.24 -0.18  -1.075
O2 2.56 0.57 2.23  -0.640
H1 1.38 -1.29 1.64  0.370
H2 -2.37 -0.61 -1.19  0.272
H3 0.88 0.67 -0.78  0.525
H4 0.39 -1.67 0.10  0.395
H5 -1.84 -2.10 0.75  0.258
H6 3.02 0.78 -1.02  0.308
O3 -1.17 2.18 0.36  -0.695
H7 -0.95 -0.99 1.93  0.305
C2 1.22 -1.15 0.44  -1.387
N1 -2.04 0.05 0.80  0.010
H8 -2.82 -1.34 2.06  0.309
H9 4.18 0.54 0.22  0.396
H10 2.05 -1.45 -0.15  0.399
H11 -3.87 -0.03 -0.27  0.285
S1 -0.77 1.05 1.14  1.191
S2 2.17 1.35 1.10  1.223
H12 3.84 2.19 -0.47  0.418
C3 -1.95 -1.26 1.47  -0.800
C4 0.84 0.38 0.31  -0.354
O4 1.63 2.68 1.27  -0.620
H13 -2.63 1.22 -0.79  0.303
C5 -2.73 0.16 -0.47  -0.832

## Properties
Electronic energy: -36743.0686 eV
Lowest unoccupied orbital energy: 0.38 eV
Relative energy (zero: lowest compared OMol25 entry of this formula, charge and spin): 0.0 kcal/mol
Highest occupied orbital energy: -9.85 eV
SMILES: C[C@H](S(C)(=O)=O)S(=O)(=O)N(C)C
Total charge: 0
Spin multiplicity: 1
Frontier orbital gap: 10.2 eV


# 6
# C6H8INO2

One molecule with the formula C6H8INO2 at a distorted geometry (ωB97M-V/def2-TZVPD, the Open Molecules 2025 dataset).

Each line ends with the Mulliken charge.
Cartesian coordinates (Å):
H1 2.61 0.69 -1.17  0.287
C1 -0.55 0.46 0.61  0.888
H2 -1.81 -2.82 -0.07  0.273
C2 -0.11 1.23 1.78  -0.430
H3 -1.51 -2.46 -1.81  0.264
H4 -1.75 -0.33 -1.72  0.358
H5 -3.01 -0.84 -0.66  0.408
H6 -0.19 -1.91 -0.42  0.249
C3 1.54 1.02 0.45  0.564
I1 -1.28 1.73 3.43  0.076
C4 -2.00 -0.80 -0.81  -0.533
O1 0.47 0.40 -0.23  -0.344
C5 -1.30 -2.13 -0.73  -0.710
H7 3.50 0.69 0.31  0.256
O2 -1.70 -0.03 0.33  -0.396
N1 1.16 1.57 1.56  -0.510
C6 2.76 1.25 -0.28  -0.972
H8 3.18 2.27 -0.57  0.272

## Properties
Electronic energy: -20035.2281 eV
Lowest unoccupied orbital energy: 0.73 eV
Relative energy (zero: lowest compared OMol25 entry of this formula, charge and spin): 12.9 kcal/mol
Highest occupied orbital energy: -7.54 eV
SMILES: CCOc1oc(C)nc1I
Total charge: 0
Spin multiplicity: 1
Frontier orbital gap: 8.3 eV